Record 1
DFT (the ωB97M-V functional and the def2-TZVPD basis) results for one molecule with the formula C4H11NS in a non-equilibrium geometry.

```
17
Properties=species:S:1:pos:R:3:mulliken_charge:R:1
C 0.166 -1.703 1.137 -0.29
N 1.073 -0.672 0.610 -0.40
C 0.387 0.592 0.361 -0.58
C -0.664 0.471 -0.750 -0.82
S -0.946 2.174 -1.490 -0.21
C 0.926 -3.006 1.331 -1.28
H -0.249 -1.354 2.089 0.32
H -0.618 -1.794 0.383 0.36
H 1.781 -0.498 1.319 0.24
H 1.136 1.287 0.005 0.50
H -0.108 1.040 1.228 0.30
H -0.275 -0.081 -1.596 0.33
H -1.643 0.202 -0.386 0.39
H -2.087 2.380 -0.823 0.12
H 1.538 -3.142 0.446 0.35
H 1.651 -2.894 2.140 0.30
H 0.293 -3.887 1.459 0.35
```

ΔE to the lowest compared entry with this formula, charge and spin in kcal per mole: 12.4
Charge: 0
Spin multiplicity: 1
SMILES string: CCNCCS
Maximum force in eV/Å: 1.92
HOMO level in eV: -9.013
E_tot in hartree: -611.9223


Record 2
DFT (the ωB97M-V functional and the def2-TZVPD basis) results for a 2-piece molecular cluster, C5H16NO overall in a non-equilibrium geometry.

```
23
Properties=species:S:1:pos:R:3:mulliken_charge:R:1
C -0.871 -0.762 -0.933 -0.94
C 0.295 -1.632 -0.428 -0.12
C 1.165 -0.871 0.717 -1.14
C 1.529 0.609 0.501 0.21
C 2.723 0.713 -0.521 -0.89
N -1.546 -0.238 0.345 -0.20
H -0.556 0.136 -1.297 0.58
H -1.708 -1.208 -1.698 0.39
H 0.931 -1.653 -1.348 0.30
H 0.031 -2.591 0.007 0.39
H 2.086 -1.361 0.846 0.44
H 0.658 -0.958 1.745 0.49
H 1.641 1.108 1.514 0.36
H 0.560 0.900 0.063 0.16
H 2.533 -0.133 -1.329 0.27
H 2.970 1.672 -0.891 0.38
H 3.686 0.342 -0.134 0.40
H -2.253 0.530 0.241 0.27
H -0.806 0.198 0.928 0.28
H -2.030 -0.993 0.752 0.39
H -3.929 2.073 1.067 0.32
H -3.587 2.395 -0.433 0.33
O -3.523 1.723 0.286 -0.68
```

ΔE to the lowest compared entry with this formula, charge and spin in kcal per mole: 43.3
Charge: +2
Spin multiplicity: 2
Maximum force in eV/Å: 3.97
Expectation value of S²: 0.753
HOMO level (spin up / spin down) in eV: -19.253 / -19.253
E_tot in hartree: -329.2707


Record 3
DFT (the ωB97M-V functional and the def2-TZVPD basis) results for a 7-piece molecular cluster, C42H98O21 overall in a non-equilibrium geometry.

```
161
Properties=species:S:1:pos:R:3:mulliken_charge:R:1
C 5.304 -4.501 -1.303 -0.55
O 5.373 -5.770 -1.990 -0.27
C 5.402 -6.910 -1.142 -0.55
C 5.256 -8.134 -2.065 -0.87
O 4.243 -8.194 -3.017 -0.19
C 4.650 -8.764 -4.274 -0.57
C 3.552 -8.759 -5.350 -0.48
O 2.618 -9.715 -4.969 -0.27
C 1.587 -9.688 -5.902 -0.88
H 6.104 -3.769 -1.192 0.33
H 5.123 -4.688 -0.244 0.31
H 4.512 -3.910 -1.763 0.01
H 4.706 -6.867 -0.304 0.43
H 6.344 -6.957 -0.596 0.37
H 5.280 -9.117 -1.594 0.48
H 6.269 -8.151 -2.467 0.37
H 4.949 -9.807 -4.179 0.29
H 5.549 -8.263 -4.633 0.42
H 4.042 -8.835 -6.321 0.36
H 3.000 -7.820 -5.385 0.30
H 1.878 -10.091 -6.872 0.36
H 1.113 -8.740 -6.158 0.34
H 0.767 -10.308 -5.540 0.28
C -3.710 2.073 4.456 -0.38
O -4.157 3.395 4.240 -0.40
C -4.820 3.898 5.396 -0.61
C -3.928 3.886 6.688 -0.53
O -3.876 2.618 7.384 -0.36
C -2.901 2.285 8.425 -0.62
C -1.666 1.443 7.884 -0.40
O -1.830 0.095 7.333 -0.31
C -0.881 -0.852 7.890 -0.65
H -3.358 1.760 3.473 0.22
H -4.494 1.435 4.863 0.29
H -2.808 2.134 5.066 0.08
H -5.839 3.561 5.588 0.33
H -5.060 4.939 5.179 0.37
H -4.195 4.722 7.333 0.39
H -2.876 4.004 6.428 0.41
H -3.405 1.644 9.148 0.28
H -2.641 3.265 8.823 0.35
H -0.883 1.339 8.635 0.51
H -1.187 1.999 7.078 0.25
H -0.851 -1.782 7.322 0.19
H -1.115 -0.997 8.944 0.29
H 0.057 -0.302 7.806 0.29
C -6.185 8.462 -6.651 -0.80
O -5.921 7.125 -6.939 -0.36
C -4.422 6.904 -7.054 -0.33
C -4.166 5.370 -7.039 -0.69
O -2.797 5.034 -7.147 -0.24
C -2.544 3.644 -7.022 -0.51
C -0.995 3.713 -6.651 -0.52
O -0.524 2.845 -5.744 -0.30
C -0.719 1.442 -6.029 -0.73
H -6.496 8.561 -5.611 0.27
H -7.011 8.933 -7.183 0.30
H -5.471 9.222 -6.970 0.33
H -3.902 7.364 -6.213 0.37
H -4.291 7.220 -8.089 0.29
H -4.895 4.836 -7.648 0.40
H -4.580 5.010 -6.097 0.34
H -2.650 3.087 -7.953 0.32
H -3.034 3.123 -6.199 0.39
H -0.688 4.675 -6.240 0.37
H -0.470 3.691 -7.607 0.27
H -1.655 1.163 -6.514 0.31
H -0.696 0.838 -5.122 0.22
H -0.028 0.975 -6.730 0.31
C 2.979 -2.394 -4.294 -0.40
O 1.581 -2.470 -4.149 -0.33
C 1.154 -3.468 -3.280 -0.17
C 0.193 -2.888 -2.298 -0.50
O 0.864 -1.738 -1.802 -0.14
C 0.391 -1.124 -0.647 -0.71
C -0.827 -0.138 -0.849 -0.33
O -1.859 -0.751 -1.622 -0.26
C -3.061 0.015 -1.546 -0.89
H 3.149 -1.480 -3.725 0.22
H 3.242 -2.291 -5.347 0.20
H 3.477 -3.251 -3.841 0.11
H 1.963 -3.902 -2.693 0.09
H 0.640 -4.287 -3.784 0.32
H 0.116 -3.564 -1.446 0.32
H -0.782 -2.607 -2.695 0.27
H 1.166 -0.478 -0.235 0.23
H 0.212 -1.834 0.160 0.40
H -0.600 0.855 -1.237 0.34
H -1.180 0.082 0.159 0.28
H -3.156 1.056 -1.855 0.30
H -3.671 0.006 -0.642 0.33
H -3.663 -0.626 -2.189 0.31
C -0.470 -9.578 -1.038 -0.76
O -1.625 -8.895 -0.829 -0.33
C -1.438 -7.569 -0.603 -0.55
C -2.787 -6.961 -0.137 -0.41
O -3.190 -7.581 1.158 -0.31
C -4.420 -7.233 1.783 -0.64
C -4.578 -5.793 2.257 -0.48
O -3.544 -5.331 3.128 -0.34
C -3.382 -3.937 3.238 -0.72
H -0.719 -10.638 -1.078 0.27
H 0.271 -9.456 -0.247 0.33
H -0.006 -9.280 -1.978 0.28
H -1.290 -7.123 -1.586 0.34
H -0.589 -7.328 0.038 0.42
H -3.542 -7.175 -0.894 0.31
H -2.712 -5.898 0.090 0.29
H -4.553 -7.832 2.683 0.30
H -5.237 -7.524 1.122 0.39
H -5.468 -5.534 2.830 0.41
H -4.539 -5.094 1.422 0.37
H -2.659 -3.637 3.998 0.30
H -4.289 -3.334 3.220 0.35
H -2.661 -3.605 2.490 0.22
C 1.978 7.189 3.188 -0.83
O 1.498 6.157 2.307 -0.23
C 1.660 6.433 0.929 -0.53
C 1.091 5.339 0.018 -0.24
O -0.238 5.027 0.313 -0.41
C -1.302 5.963 -0.032 -0.67
C -1.343 6.563 -1.471 -0.51
O -0.417 7.608 -1.732 -0.35
C 0.276 7.703 -2.956 -0.60
H 1.840 6.939 4.240 0.26
H 1.436 8.122 3.035 0.33
H 3.022 7.470 3.051 0.33
H 2.720 6.563 0.711 0.38
H 1.066 7.345 0.863 0.39
H 1.694 4.479 0.310 0.21
H 1.204 5.549 -1.046 0.16
H -1.112 6.778 0.666 0.33
H -2.332 5.633 0.108 0.39
H -2.252 7.105 -1.735 0.40
H -1.131 5.879 -2.292 0.43
H 0.931 6.832 -2.960 0.27
H 0.770 8.673 -2.902 0.22
H -0.192 7.720 -3.941 0.26
C 4.658 1.618 0.365 -0.61
O 4.843 0.962 1.719 -0.36
C 4.852 1.836 2.865 -0.26
C 4.167 0.986 4.003 -0.57
O 4.158 1.554 5.304 -0.38
C 3.737 2.967 5.404 -0.37
C 4.139 3.632 6.726 -0.63
O 3.151 3.210 7.581 -0.20
C 3.037 3.918 8.758 -0.74
H 4.808 0.887 -0.429 0.26
H 5.303 2.482 0.201 0.32
H 3.611 1.895 0.243 0.20
H 4.323 2.748 2.589 0.23
H 5.901 2.096 3.005 0.25
H 4.252 -0.101 3.997 0.45
H 3.115 1.011 3.719 0.34
H 2.715 3.261 5.163 0.30
H 4.206 3.404 4.522 0.30
H 4.213 4.717 6.654 0.41
H 5.115 3.201 6.948 0.28
H 3.079 4.948 8.401 0.36
H 3.734 3.535 9.502 0.27
H 2.060 3.740 9.206 0.16
```

ΔE to the lowest compared entry with this formula, charge and spin in kcal per mole: 350.9
Charge: 0
Spin multiplicity: 1
SMILES string: COCCOCCOC.COCCOCCOC.COCCOCCOC.COCCOCCOC.COCCOCCOC.COCCOCCOC.COCCOCCOC
Maximum force in eV/Å: 3.91
HOMO level in eV: -9.212
E_tot in hartree: -3238.3338